120
Properties=species:S:1:pos:R:3:mulliken_charge:R:1 method="wB97M-V/def2-TZVPD" fmax_ev_per_a=1.2 lumo_energy_ev=-0.86 homo_lumo_gap_ev=7.88
C -1.0020 -5.3877 2.3172 -0.1462
C -2.0757 -5.5774 1.2803 0.6547
O -3.2301 -5.7651 1.5686 -0.5989
O -1.6889 -5.5745 -0.0186 -0.3729
C -0.7789 -4.5372 -0.4436 0.8950
C -1.2412 -3.8480 -1.7044 -1.3836
C -0.6341 -2.4451 -1.8469 -0.1103
C -0.8073 -1.5812 -0.6446 -0.3284
C -1.9117 -1.1063 -0.0618 0.9401
P -3.6609 -1.2696 -0.5520 0.0644
C -4.2200 -2.8259 0.2045 -0.9155
O -4.4051 -0.1456 0.3948 -0.5042
C -1.4459 -0.3436 1.1411 0.5373
O -2.0721 0.1898 2.0091 -0.5755
O -0.0605 -0.3279 1.1581 -0.1002
C 0.3883 -1.1362 0.1275 0.3202
O 1.5367 -1.4092 -0.0215 -0.5133
H -0.4615 -4.4654 2.1154 -0.4213
H -1.4884 -5.2595 3.2805 0.4100
H -0.3183 -6.2308 2.3605 0.3508
H -0.5918 -3.8412 0.3744 -0.7048
H 0.1723 -5.0259 -0.6532 -0.0393
H -2.3254 -3.8068 -1.8143 0.6091
H -0.8759 -4.4177 -2.5546 0.7717
H 0.4130 -2.5289 -2.1369 0.4013
H -1.1426 -1.9466 -2.6673 -0.4626
H -5.2623 -2.9558 -0.0818 0.4029
H -4.1719 -2.8341 1.2969 0.2959
H -3.6665 -3.6958 -0.1426 0.1769
H -4.2011 -0.3170 1.3281 0.2861
O -2.3168 -0.3661 -3.8498 -0.5435
C -1.5469 -0.3327 -4.7557 0.6912
O -1.0161 -1.4356 -5.3362 -0.3111
C -0.2896 -1.0327 -6.4978 -0.0499
C 0.0321 0.4151 -6.1851 -0.2719
O -1.0537 0.7905 -5.3275 -0.3616
H 0.5941 -1.6521 -6.6255 0.0375
H -0.9364 -1.1377 -7.3712 0.2686
H 0.9673 0.5214 -5.6328 0.2317
H 0.0588 1.0533 -7.0641 0.3095
O 1.9628 -4.8786 3.1738 -0.5377
C 1.5760 -3.8668 3.6643 0.5329
O 1.2102 -2.7650 2.9667 -0.0838
C 0.5370 -1.8683 3.8643 1.5314
C 1.0952 -2.2889 5.2070 -0.3381
O 1.3937 -3.6752 4.9899 -0.3851
H 0.7487 -0.8375 3.6028 -1.2151
H -0.5395 -2.0414 3.7925 0.1333
H 2.0150 -1.7614 5.4626 0.2695
H 0.3840 -2.1834 6.0213 0.3390
O 0.8232 0.8909 4.7195 -0.5611
C 1.3281 1.3500 3.7426 0.4778
O 2.2269 0.7159 2.9708 -0.2993
C 2.4117 1.4774 1.7698 0.1649
C 1.9999 2.8688 2.2086 -0.4755
O 1.0566 2.5834 3.2532 -0.2729
H 3.4426 1.4097 1.4356 0.3701
H 1.7602 1.0760 1.0018 -0.2195
H 2.8251 3.4456 2.6289 0.2764
H 1.5258 3.4453 1.4184 0.3885
O -4.0174 6.5268 2.7021 -0.5328
C -3.4382 5.5676 3.1183 0.7137
O -4.0384 4.4788 3.6329 -0.2830
C -3.0413 3.4572 3.8115 -0.3105
C -1.7699 4.2750 3.9146 0.3061
O -2.0978 5.4407 3.1385 -0.3753
H -3.2538 2.8708 4.7002 0.3071
H -3.0514 2.8016 2.9400 0.2709
H -1.5560 4.5846 4.9386 0.2085
H -0.9024 3.7701 3.5060 -0.2190
O -10.0220 4.9082 5.0108 -0.5293
C -9.1696 5.4171 4.3598 0.6415
O -7.8511 5.1206 4.4412 -0.3330
C -7.1721 5.7650 3.3556 0.1687
C -8.1133 6.9054 3.0270 -0.3229
O -9.3825 6.3823 3.4296 -0.3323
H -6.1867 6.0958 3.6595 -0.1019
H -7.0726 5.0559 2.5323 0.2195
H -7.9017 7.8022 3.6125 0.2788
H -8.1274 7.1636 1.9716 0.2914
O 0.5321 10.6125 5.0732 -0.5203
C -0.5161 10.2344 4.6644 0.6672
O -1.1992 9.1707 5.1543 -0.3447
C -2.5050 9.1659 4.5683 0.1277
C -2.2858 9.9425 3.2877 -0.2742
O -1.1966 10.8034 3.6391 -0.3480
H -2.8433 8.1488 4.3939 -0.1315
H -3.1968 9.6655 5.2492 0.2551
H -1.9776 9.3003 2.4616 0.2380
H -3.1491 10.5273 2.9827 0.3131
O 0.9827 -5.1768 -3.1485 -0.5498
C 2.1339 -5.0402 -2.8718 0.5299
O 2.6061 -4.6624 -1.6703 -0.2305
C 4.0374 -4.8064 -1.6790 -0.1061
C 4.3457 -4.7310 -3.1587 0.0941
O 3.1436 -5.2285 -3.7538 -0.3713
H 4.5153 -4.0197 -1.1059 0.1298
H 4.2940 -5.7737 -1.2442 0.2311
H 4.5043 -3.7129 -3.4957 -0.2134
H 5.1959 -5.3435 -3.4488 0.4067
O 3.3438 -1.9429 -4.8137 -0.4459
C 3.7454 -2.4683 -5.7995 0.5604
O 3.2964 -2.2055 -7.0510 -0.3677
C 4.1646 -2.8543 -7.9881 -0.3667
C 4.7640 -3.9680 -7.1522 -0.4164
O 4.7194 -3.4125 -5.8312 -0.1765
H 3.5973 -3.2126 -8.8424 0.3417
H 4.9122 -2.1358 -8.3279 0.2549
H 4.1608 -4.8764 -7.1684 0.2723
H 5.7873 -4.2111 -7.4259 0.3171
O 6.2639 -2.5692 -0.8863 -0.5475
C 6.8236 -2.3894 -1.9180 0.6914
O 7.3482 -3.3737 -2.6902 -0.3313
C 7.7230 -2.8041 -3.9484 0.2827
C 7.9154 -1.3423 -3.5931 -0.4365
O 7.0216 -1.1794 -2.4889 -0.3247
H 8.6245 -3.2811 -4.3242 0.3415
H 6.9085 -2.9577 -4.6576 -0.2580
H 8.9303 -1.1232 -3.2579 0.2808
H 7.6482 -0.6620 -4.3973 0.3231